ORCA calculation (ωB97M-V/def2-TZVPD) on a 11-piece molecular cluster, C38H54BO34S7 overall at a distorted geometry.

Structure (XYZ):
```
134
Properties=species:S:1:pos:R:3:lowdin_charge:R:1
O -2.9724 1.1557 -1.3141 0.1521
C -2.0135 0.6083 -0.8394 -0.3252
O -1.3142 0.8791 0.2899 0.2094
B -0.3190 -0.1232 0.5539 -0.9371
O -0.4417 -1.0234 -0.6236 0.1811
C -1.4309 -0.6837 -1.4900 -0.2632
O -1.7752 -1.2940 -2.5411 0.0886
O -0.7431 -0.9207 1.7512 0.1787
C 0.2583 -0.9935 2.6731 -0.3277
O 0.3729 -1.5991 3.7453 0.1133
C 1.3827 -0.1095 2.0954 -0.2971
O 1.0185 0.3836 0.8630 0.2031
O 2.4979 0.0721 2.6034 0.1126
C -6.0842 2.2190 -0.3564 -0.1789
C -6.1044 2.8585 -1.6949 -0.2175
O -6.2296 4.2171 -1.3899 -0.1884
S -5.2928 4.6525 -0.0862 0.7329
O -6.0188 5.4744 0.8694 -0.2272
O -3.9285 4.9794 -0.4938 -0.2427
O -5.2276 3.0823 0.3949 -0.2205
H -5.7488 1.1838 -0.4186 0.1401
H -7.0930 2.2837 0.0513 0.1320
H -6.9908 2.4885 -2.2101 0.1455
H -5.1646 2.5910 -2.1779 0.1084
C 4.1969 1.7310 -1.1401 -0.1671
C 4.1343 1.5615 0.4227 -0.1495
O 5.3994 2.0415 0.8798 -0.2017
S 5.9819 3.2448 -0.1143 0.7613
O 7.3542 2.9406 -0.5272 -0.2563
O 5.6031 4.4940 0.5789 -0.2698
O 4.9362 2.9346 -1.3961 -0.2179
H 3.1675 1.8783 -1.4671 0.1026
H 4.5639 0.9269 -1.7779 0.1028
H 4.0854 0.5285 0.7671 0.1094
H 3.2688 2.1227 0.7750 0.1161
C -1.2176 -4.6244 -0.7377 -0.1640
C 0.2996 -4.2468 -0.9763 -0.1982
O 0.9552 -5.2502 -0.3206 -0.2172
S 0.2190 -6.6983 -0.6241 0.7356
O 0.4352 -7.7093 0.3666 -0.2355
O 0.3779 -7.0817 -2.0204 -0.2542
O -1.3698 -6.0207 -0.5447 -0.1974
H -1.8641 -4.3512 -1.5717 0.1302
H -1.5717 -4.1550 0.1801 0.1041
H 0.7329 -3.3633 -0.5075 0.1256
H 0.6450 -4.1722 -2.0075 0.1297
C -1.2350 2.8687 3.0445 -0.1440
C -2.5509 3.4018 2.3083 -0.1255
O -2.5779 4.8078 2.6886 -0.2232
S -1.9951 5.0907 4.2050 0.7811
O -3.1085 5.2730 5.1793 -0.2687
O -0.8357 6.0185 4.1670 -0.2659
O -1.3918 3.5281 4.2729 -0.2344
H -0.3792 3.2065 2.4600 0.1250
H -1.1834 1.7937 3.2176 0.1287
H -3.4848 2.8451 2.3865 0.1238
H -2.3778 3.4666 1.2340 0.0887
C 1.4314 0.4513 -3.4058 -0.1793
C 2.4213 1.1212 -4.3691 -0.1406
O 2.2986 0.2459 -5.4758 -0.2242
S 0.7855 -0.2595 -5.7846 0.7274
O 0.8542 -1.5596 -6.4992 -0.2454
O 0.0514 0.8311 -6.4229 -0.2572
O 0.5278 -0.2996 -4.1620 -0.2032
H 0.9423 1.2967 -2.9219 0.1185
H 1.8375 -0.2148 -2.6444 0.1208
H 3.4815 1.1013 -4.1169 0.1333
H 2.1357 2.1219 -4.6933 0.1219
O -4.4958 -2.2152 -4.1548 -0.3027
S -4.2405 -1.7322 -5.5163 0.7089
O -4.9118 -2.3616 -6.6904 -0.3294
O -4.4629 -0.0860 -5.6506 -0.2634
C -4.2334 0.6807 -4.4519 -0.2769
C -3.4404 1.9703 -4.6603 -0.0481
C -2.4567 -1.7889 -5.8927 -0.0994
H -3.7509 0.0140 -3.7372 0.0834
H -5.1751 1.0203 -4.0207 0.1039
H -4.0002 2.6452 -5.3079 0.0826
H -2.5074 1.6646 -5.1337 0.0745
H -3.3241 2.5188 -3.7256 0.0429
H -2.0434 -0.8730 -6.3151 0.0530
H -2.3660 -2.6515 -6.5529 0.0716
H -2.0315 -1.9781 -4.9071 0.0427
O 3.9211 -1.6169 -1.8882 -0.3071
S 4.8963 -2.2236 -0.9726 0.6644
O 6.0597 -1.4474 -0.5544 -0.2878
O 4.0652 -2.7254 0.3920 -0.2781
C 4.7636 -2.9242 1.6114 -0.2974
C 3.7730 -3.4313 2.6162 -0.0506
C 5.2962 -3.8429 -1.6655 -0.0902
H 5.1677 -1.9367 1.8345 0.1175
H 5.5426 -3.6859 1.5795 0.1191
H 4.1628 -3.4449 3.6340 0.0893
H 3.5488 -4.4243 2.2266 0.0853
H 2.8866 -2.8000 2.6786 0.0661
H 5.9601 -4.3518 -0.9668 0.0714
H 5.7469 -3.5587 -2.6164 0.0776
H 4.2822 -4.2382 -1.6060 0.0667
C 1.7105 4.5166 -1.7064 -0.1080
C 0.8553 3.9454 -0.8087 -0.0784
C -0.4337 3.5963 -1.2124 -0.0707
C -0.8397 3.7926 -2.5153 -0.0809
C 0.0400 4.2899 -3.4655 -0.0717
C 1.3218 4.7192 -3.0203 -0.0844
H 2.7344 4.7104 -1.4230 0.1004
H 1.2448 3.7700 0.1833 0.1029
H -1.1161 3.2177 -0.4659 0.0770
H -1.8068 3.4658 -2.8680 0.0758
H -0.1618 4.5907 -4.4829 0.1008
H 1.9668 5.2647 -3.6931 0.0982
C 3.9471 0.2025 7.1999 -0.1147
C 2.9299 -0.0796 6.2689 -0.0820
C 1.7787 0.7297 6.1745 -0.0651
C 1.7843 1.9222 6.9544 -0.0952
C 2.8301 2.2831 7.7997 -0.0795
C 3.9281 1.3546 7.9582 -0.0946
H 4.7771 -0.4770 7.3259 0.0916
H 3.0131 -1.0311 5.7648 0.0907
H 0.9692 0.4414 5.5202 0.0837
H 0.7934 2.3476 6.8954 0.0907
H 2.9210 3.2408 8.2906 0.0889
H 4.7041 1.6475 8.6499 0.0884
C -4.0644 -5.1205 3.5498 -0.1076
C -3.2669 -6.1886 3.1904 -0.0864
C -1.9423 -5.9662 2.7548 -0.0753
C -1.4634 -4.6619 2.7304 -0.0932
C -2.2938 -3.6106 3.0938 -0.0888
C -3.5598 -3.8398 3.5406 -0.0999
H -5.0359 -5.4075 3.9242 0.0973
H -3.6219 -7.2076 3.2362 0.0955
H -1.2517 -6.7802 2.5912 0.0952
H -0.4350 -4.4798 2.4557 0.1046
H -1.9818 -2.5792 3.0205 0.0833
H -4.2249 -3.0447 3.8436 0.1030
```

Its calculated total energy is -186418.83726 eV. The HOMO-LUMO gap is 0.331 hartree. The calculation puts the HOMO energy at -7.51 eV. Its total charge is -1. Its multiplicity is 1.

***

ORCA calculation (ωB97M-V/def2-TZVPD) on a 11-piece molecular cluster, C44H121N11O11 overall at a distorted geometry.

Structure (XYZ):
```
187
Properties=species:S:1:pos:R:3:lowdin_charge:R:1
C -24.4345 -29.1665 -7.1892 -0.1089
O -24.3199 -29.0649 -8.5894 -0.1845
C -23.2277 -29.7375 -9.1647 -0.2437
C -23.4370 -29.7020 -10.6378 -0.4191
C -22.3654 -30.5584 -11.3943 -0.0704
N -23.1305 -28.3723 -11.1777 0.0309
H -23.6055 -28.7815 -6.5954 0.0842
H -24.5811 -30.2106 -6.9128 0.0859
H -25.2806 -28.5504 -6.8849 0.0877
H -22.2766 -29.2678 -8.9141 0.1299
H -23.1837 -30.7672 -8.8100 0.1273
H -24.4410 -30.0682 -10.8522 0.1448
H -22.5767 -31.6150 -11.2298 0.0642
H -21.3844 -30.3839 -10.9524 0.0716
H -22.2830 -30.4794 -12.4783 0.0732
H -23.7605 -27.8447 -10.5905 0.0586
H -22.2458 -28.0621 -10.8020 0.0684
C -15.8498 -15.6863 -18.5944 -0.0952
O -15.2486 -16.2953 -19.7519 -0.1975
C -13.9514 -16.8622 -19.6038 -0.1810
C -12.8923 -15.8793 -19.1253 -0.4816
C -12.5428 -14.7422 -20.0686 -0.0504
N -11.6196 -16.4504 -18.8477 0.0197
H -16.8859 -15.4156 -18.7978 0.0914
H -15.2288 -14.9437 -18.0935 0.0708
H -15.8655 -16.4192 -17.7877 0.0771
H -14.1509 -17.6378 -18.8645 0.1199
H -13.6663 -17.3344 -20.5440 0.1311
H -13.2533 -15.5011 -18.1689 0.1181
H -12.5774 -15.0170 -21.1229 0.0855
H -11.6445 -14.1785 -19.8168 0.0788
H -13.4122 -14.0904 -19.9831 0.0736
H -11.6545 -16.9655 -17.9796 0.0744
H -11.0392 -15.6785 -18.5522 0.0651
C -26.2184 -17.0337 -16.4228 -0.1199
O -25.0688 -17.1157 -15.6357 -0.2133
C -24.4907 -18.3489 -15.2178 -0.1735
C -25.2619 -18.8682 -14.0021 -0.4456
C -25.4242 -17.8582 -12.8456 -0.0464
N -24.5592 -20.0352 -13.4542 0.0123
H -27.1298 -17.4229 -15.9691 0.0786
H -26.0364 -17.6590 -17.2970 0.0823
H -26.4437 -16.0140 -16.7350 0.0882
H -24.4670 -19.0370 -16.0628 0.1247
H -23.5049 -18.0045 -14.9053 0.1329
H -26.2178 -19.3104 -14.2830 0.1240
H -24.5648 -17.1991 -12.9687 0.0725
H -25.3401 -18.2921 -11.8493 0.0754
H -26.2676 -17.2089 -13.0805 0.0727
H -24.2519 -20.5762 -14.2498 0.0637
H -25.2023 -20.5004 -12.8295 0.0713
C -20.2444 -27.6611 -20.2452 -0.1186
O -20.8266 -26.6811 -19.4007 -0.1942
C -19.8052 -26.2774 -18.4802 -0.1970
C -20.2836 -24.8773 -17.9378 -0.4184
C -19.3032 -24.1210 -17.0383 -0.0770
N -21.5607 -24.9578 -17.2288 0.0318
H -19.4152 -27.1850 -20.7684 0.0834
H -20.9168 -27.9742 -21.0439 0.0862
H -19.9393 -28.5273 -19.6581 0.0884
H -19.5833 -27.0576 -17.7521 0.1220
H -18.8293 -26.1857 -18.9569 0.1078
H -20.4127 -24.2258 -18.8020 0.1343
H -19.8038 -23.2076 -16.7171 0.0741
H -18.3490 -24.0246 -17.5561 0.0732
H -19.1371 -24.6219 -16.0845 0.0705
H -22.2164 -25.2285 -17.9478 0.0602
H -21.6280 -25.7100 -16.5582 0.0733
C -30.9294 -22.4738 -7.5747 -0.1132
O -30.3665 -23.7231 -7.2863 -0.1784
C -30.3092 -24.6181 -8.3416 -0.2304
C -29.5107 -24.1367 -9.6072 -0.4212
C -29.6195 -25.0483 -10.8761 -0.0546
N -28.1512 -24.1093 -9.1376 0.0276
H -31.3602 -21.8907 -6.7607 0.0863
H -31.6459 -22.6035 -8.3857 0.0924
H -30.1313 -21.7816 -7.8434 0.0824
H -29.8292 -25.5088 -7.9362 0.1251
H -31.3114 -24.9105 -8.6551 0.1163
H -29.8525 -23.1550 -9.9352 0.1238
H -28.9677 -24.6499 -11.6536 0.0708
H -30.6196 -25.1844 -11.2876 0.0690
H -29.2192 -26.0321 -10.6312 0.0694
H -28.0623 -23.3955 -8.4286 0.0681
H -28.0326 -24.9402 -8.5757 0.0665
C -28.8497 -9.5511 -10.3132 -0.1121
O -29.1705 -9.0635 -9.0213 -0.2024
C -28.8569 -7.6752 -8.8310 -0.1927
C -29.1936 -7.3229 -7.3502 -0.3906
C -30.6990 -7.4302 -7.0669 -0.0700
N -28.7945 -5.8905 -7.1257 0.0148
H -29.2389 -8.9107 -11.1047 0.0796
H -29.2738 -10.5421 -10.4751 0.0879
H -27.7667 -9.5110 -10.4300 0.0827
H -27.8173 -7.4322 -9.0506 0.1169
H -29.4836 -7.1018 -9.5140 0.1230
H -28.5515 -7.9350 -6.7168 0.1306
H -30.9918 -7.1654 -6.0509 0.0696
H -31.0579 -8.4386 -7.2731 0.0703
H -31.3871 -6.8546 -7.6860 0.0780
H -28.9214 -5.6764 -6.1468 0.0591
H -27.7898 -5.8441 -7.2180 0.0551
C -16.2409 -17.7460 -12.1399 -0.0923
O -15.4293 -18.9034 -12.4798 -0.2002
C -14.0220 -18.6452 -12.5710 -0.1857
C -13.2230 -19.8655 -13.1041 -0.4314
C -13.2700 -21.1125 -12.1601 -0.0605
N -11.8376 -19.5487 -13.3543 0.0137
H -15.9414 -17.2210 -11.2329 0.0771
H -17.2498 -18.0551 -11.8667 0.0818
H -16.2508 -17.0212 -12.9539 0.0809
H -13.9104 -17.8238 -13.2788 0.1202
H -13.6250 -18.4641 -11.5722 0.1225
H -13.5930 -20.1797 -14.0800 0.1320
H -12.7474 -20.8326 -11.2454 0.0697
H -12.7962 -21.9942 -12.5918 0.0710
H -14.2879 -21.3473 -11.8491 0.0694
H -11.3755 -19.3436 -12.4800 0.0642
H -11.3303 -20.3875 -13.5975 0.0676
C -33.9915 -15.0763 -14.4502 -0.0880
O -34.8764 -14.9090 -13.3168 -0.1956
C -34.3537 -15.3118 -12.0856 -0.2339
C -35.1987 -14.8119 -10.8784 -0.4573
C -34.3639 -14.8203 -9.5824 -0.0583
N -36.3679 -15.5887 -10.7246 0.0378
H -34.4947 -14.8340 -15.3863 0.0851
H -33.4976 -16.0463 -14.5080 0.0832
H -33.1737 -14.3573 -14.4007 0.0781
H -34.1752 -16.3855 -12.0285 0.1232
H -33.3638 -14.8593 -12.1452 0.1111
H -35.4367 -13.7833 -11.1494 0.1401
H -34.0942 -15.8349 -9.2893 0.0739
H -34.9117 -14.3407 -8.7712 0.0765
H -33.4410 -14.2781 -9.7885 0.0713
H -36.8621 -15.4650 -11.5967 0.0767
H -36.0901 -16.5457 -10.5597 0.0764
C -29.1122 -14.6597 -26.2667 -0.1561
O -30.3268 -14.6493 -26.8847 -0.1906
C -30.2540 -14.3011 -28.2689 -0.1749
C -31.6912 -14.1336 -28.8905 -0.4337
C -32.5041 -15.4311 -28.8933 -0.0580
N -31.4764 -13.5390 -30.2035 0.0171
H -28.7609 -13.6282 -26.2426 0.0849
H -28.4152 -15.3682 -26.7143 0.0932
H -29.2431 -14.8183 -25.1962 0.0889
H -29.7264 -13.3628 -28.4401 0.1172
H -29.7940 -15.1228 -28.8177 0.1258
H -32.2754 -13.4005 -28.3343 0.1272
H -33.5707 -15.2503 -29.0263 0.0738
H -32.3274 -15.9852 -27.9714 0.0739
H -32.1364 -16.1352 -29.6397 0.0776
H -32.4150 -13.4961 -30.5738 0.0657
H -31.2023 -12.5672 -30.1768 0.0680
C -16.6151 -20.3631 -4.1493 -0.1066
O -17.8257 -20.6826 -4.8411 -0.1961
C -17.5743 -21.2259 -6.1354 -0.1922
C -18.8950 -21.3593 -6.9293 -0.4367
C -19.8634 -22.4418 -6.4385 -0.0641
N -18.6648 -21.6604 -8.3439 0.0182
H -16.8666 -20.3368 -3.0891 0.0852
H -16.1916 -19.4169 -4.4862 0.0854
H -15.8678 -21.1549 -4.2004 0.0813
H -16.9716 -20.4824 -6.6572 0.1156
H -16.9868 -22.1411 -6.0620 0.1268
H -19.4359 -20.4131 -6.9237 0.1319
H -19.8950 -22.3075 -5.3573 0.0709
H -19.4652 -23.4504 -6.5493 0.0787
H -20.8444 -22.3296 -6.9001 0.0762
H -19.5884 -21.5613 -8.7405 0.0650
H -18.2489 -20.8357 -8.7524 0.0606
C -22.1738 -18.7127 -25.9176 -0.0391
O -22.1400 -18.3256 -27.3626 -0.2052
C -21.2202 -17.3760 -27.6704 -0.2542
C -21.0044 -17.4716 -29.2520 -0.4227
C -19.8799 -18.4638 -29.5549 -0.0677
N -20.7088 -16.1861 -29.8044 0.0203
H -23.0267 -19.3716 -25.7552 0.0805
H -22.3264 -17.8207 -25.3100 0.0803
H -21.2596 -19.2464 -25.6577 0.0824
H -21.6021 -16.4147 -27.3265 0.1171
H -20.2944 -17.6086 -27.1442 0.1129
H -21.9302 -17.8174 -29.7120 0.1354
H -20.1290 -19.4411 -29.1413 0.0771
H -19.0076 -18.1700 -28.9711 0.0689
H -19.5870 -18.4834 -30.6046 0.0756
H -20.1294 -15.7157 -29.1239 0.0675
H -21.5435 -15.6175 -29.8141 0.0707
```

Its calculated total energy is -86492.79736 eV. The HOMO-LUMO gap is 0.352 hartree. For the energy above the lowest of the compared OMol25 structures with the same formula, charge and spin, the calculation gives 6.4371 eV. The calculation puts the HOMO energy at -9.04 eV. Its multiplicity is 1.